{
  "formula": "C15H30CrF8NO19PS2",
  "method": "ωB97M-V/def2-TZVPD",
  "total_charge": 1,
  "energy_ev": -137552.49874,
  "spin_multiplicity": 4,
  "elements": ["Cr", "P", "F", "F", "F", "F", "F", "F", "N", "S", "O", "O", "F", "S", "O", "O", "F", "C", "O", "C", "O", "O", "C", "H", "H", "H", "H", "H", "H", "C", "O", "C", "O", "O", "C", "H", "H", "H", "H", "H", "H", "C", "O", "C", "O", "O", "C", "H", "H", "H", "H", "H", "H", "C", "O", "C", "O", "O", "C", "H", "H", "H", "H", "H", "H", "C", "O", "C", "O", "O", "C", "H", "H", "H", "H", "H", "H"],
  "xyz": [[-0.624, 0.027, -0.113], [-2.083, 3.282, -1.227], [-2.258, 4.844, -1.477], [-3.538, 3.113, -0.565], [-2.607, 2.890, -2.696], [-1.789, 1.661, -0.916], [-0.579, 3.357, -1.895], [-1.529, 3.555, 0.271], [-2.057, -1.241, -0.301], [-2.348, -2.810, -0.855], [-3.221, -2.794, -1.984], [-2.510, -3.833, 0.127], [-0.873, -3.104, -1.406], [-3.568, -1.226, 0.557], [-3.571, -1.887, 1.815], [-4.729, -1.290, -0.262], [-3.461, 0.332, 0.864], [-2.282, -1.605, -4.838], [-1.591, -1.343, -3.638], [-0.856, -0.288, -3.431], [-0.498, -0.072, -2.293], [-0.703, 0.403, -4.563], [-0.293, 1.781, -4.506], [-2.987, -0.784, -4.987], [-2.841, -2.532, -4.931], [-1.662, -1.613, -5.738], [0.771, 1.800, -4.738], [-0.501, 2.175, -3.516], [-0.799, 2.367, -5.268], [-2.905, 1.757, 3.378], [-1.586, 2.342, 3.435], [-0.771, 2.015, 2.464], [-0.976, 1.231, 1.565], [0.425, 2.535, 2.622], [0.812, 3.369, 3.685], [-3.370, 1.948, 2.418], [-3.489, 2.003, 4.261], [-2.868, 0.673, 3.534], [0.211, 4.269, 3.830], [1.810, 3.803, 3.619], [0.787, 2.766, 4.595], [2.693, -4.284, 0.670], [1.684, -3.390, 0.208], [1.964, -2.179, -0.239], [1.098, -1.395, -0.529], [3.264, -2.024, -0.378], [3.836, -1.035, -1.204], [3.527, -3.774, 1.155], [3.252, -4.803, -0.113], [2.293, -5.056, 1.318], [3.667, -0.011, -0.840], [3.272, -0.960, -2.137], [4.911, -1.163, -1.232], [2.999, 2.862, 0.735], [2.826, 2.547, -0.648], [1.803, 1.793, -1.007], [0.895, 1.413, -0.293], [1.891, 1.417, -2.249], [2.992, 1.753, -3.065], [2.722, 2.003, 1.343], [2.496, 3.786, 1.016], [4.061, 3.059, 0.881], [3.971, 1.542, -2.632], [2.952, 2.800, -3.362], [2.992, 1.164, -3.982], [0.446, -0.872, 4.432], [0.094, -2.064, 3.748], [-0.189, -2.078, 2.473], [-0.086, -1.122, 1.718], [-0.641, -3.214, 2.042], [-0.493, -4.406, 2.795], [0.155, -0.014, 3.827], [1.527, -0.816, 4.577], [0.000, -0.890, 5.422], [-0.514, -5.185, 2.023], [-1.343, -4.663, 3.422], [0.491, -4.619, 3.211]],
  "forces_ev_per_angstrom": [[0.654, 1.685, -0.860], [-0.299, 1.819, -0.039], [-0.223, -0.377, -0.015], [0.240, -0.196, -0.754], [-0.351, -0.216, 0.581], [0.272, -1.812, 0.174], [0.020, -0.093, 0.986], [0.774, 0.168, -0.221], [-3.801, -2.682, 1.031], [2.405, -2.240, -3.001], [0.751, 0.177, 0.903], [-0.197, 1.124, -0.031], [-0.851, 0.554, 0.195], [-1.469, 3.524, 1.018], [0.807, 0.238, -0.173], [1.047, -0.527, -0.056], [0.209, -0.633, 0.078], [-0.718, 1.171, -2.166], [0.237, -1.664, 0.670], [-1.791, -0.401, -1.788], [1.234, 1.008, 0.875], [0.033, -0.100, 1.062], [0.760, 0.189, 0.359], [-0.102, -0.124, -0.018], [0.243, -0.207, 1.355], [0.512, 0.190, 0.374], [-0.005, 0.126, 0.135], [0.144, 0.082, -0.249], [-0.355, -0.393, 0.003], [-0.484, -1.335, 0.362], [-0.585, -0.163, -0.190], [0.870, 0.476, 1.181], [-0.850, -0.850, -0.605], [0.948, 0.068, -1.577], [-0.390, 0.702, 1.958], [-0.131, 0.373, 0.215], [0.219, 1.157, -0.243], [0.596, -0.068, -0.563], [-0.599, -0.399, -0.251], [0.228, -0.766, -0.909], [-0.055, 0.251, 0.127], [1.899, -0.325, -0.114], [-0.682, -0.038, 0.514], [0.516, -1.291, -0.178], [-0.014, 0.902, -0.405], [0.646, -0.260, 0.325], [-1.079, 1.960, -0.190], [-0.499, 0.307, 0.477], [-0.699, 0.091, -0.574], [-0.565, 0.349, 0.025], [0.099, -0.293, 0.707], [0.627, -0.704, -0.378], [-0.129, -0.506, -0.379], [0.581, 0.119, 0.634], [-0.496, -0.064, 0.075], [0.999, 0.180, -0.717], [-0.199, -0.186, 0.985], [-0.585, -0.726, -0.395], [1.214, 0.620, -0.901], [-0.269, 0.231, 0.071], [-0.472, -0.264, -0.162], [0.032, -0.158, -0.272], [-0.235, 0.140, 0.508], [-0.022, 0.025, 0.203], [-0.693, -0.194, 0.163], [0.614, 0.777, -0.205], [0.092, -0.662, 0.585], [-0.483, 0.048, -0.239], [0.295, 0.586, 0.286], [0.381, 0.190, -0.037], [-0.046, -2.281, -1.152], [-0.181, 0.013, 0.275], [0.011, -0.220, -0.166], [-0.325, -0.042, -0.205], [-0.347, 0.180, -0.127], [0.152, 0.678, 0.418], [-0.083, 0.980, 0.615]]
}



{
  "formula": "C15H30FHfO15",
  "method": "ωB97M-V/def2-TZVPD",
  "total_charge": 3,
  "energy_ev": -50748.48742,
  "elements": ["Hf", "F", "C", "O", "C", "O", "O", "C", "H", "H", "H", "H", "H", "H", "C", "O", "C", "O", "O", "C", "H", "H", "H", "H", "H", "H", "C", "O", "C", "O", "O", "C", "H", "H", "H", "H", "H", "H", "C", "O", "C", "O", "O", "C", "H", "H", "H", "H", "H", "H", "C", "O", "C", "O", "O", "C", "H", "H", "H", "H", "H", "H"],
  "xyz": [[1.416, -2.051, 0.484], [-0.288, -0.794, 0.149], [-0.692, -5.055, -4.230], [-0.118, -4.399, -3.072], [-0.609, -3.369, -2.475], [-0.056, -2.862, -1.485], [-1.713, -2.956, -3.049], [-2.320, -1.764, -2.509], [-1.078, -4.434, -5.033], [-1.546, -5.607, -3.836], [0.054, -5.763, -4.572], [-1.643, -0.916, -2.554], [-2.611, -1.945, -1.473], [-3.244, -1.528, -3.028], [-2.364, 1.587, -1.122], [-2.739, 2.922, -1.357], [-2.186, 3.675, -2.284], [-1.412, 3.284, -3.130], [-2.728, 4.873, -2.206], [-2.491, 5.822, -3.251], [-2.199, 1.195, -2.131], [-2.961, 0.963, -0.470], [-1.328, 1.630, -0.761], [-2.144, 6.755, -2.809], [-3.332, 6.083, -3.888], [-1.664, 5.494, -3.879], [-1.780, -2.467, 5.625], [-0.839, -2.639, 4.545], [-1.059, -2.234, 3.332], [-0.142, -2.179, 2.500], [-2.299, -1.865, 3.171], [-2.855, -1.403, 1.933], [-2.774, -2.778, 5.327], [-1.765, -1.484, 6.097], [-1.384, -3.068, 6.441], [-2.134, -0.728, 1.476], [-3.826, -0.943, 2.087], [-3.034, -2.194, 1.202], [4.230, -0.941, 3.750], [3.119, -0.066, 4.024], [2.158, 0.099, 3.152], [1.825, -0.746, 2.296], [1.674, 1.279, 3.298], [0.548, 1.705, 2.519], [5.152, -0.600, 4.209], [4.409, -1.011, 2.674], [3.982, -1.934, 4.123], [-0.395, 1.312, 2.899], [0.613, 1.412, 1.472], [0.528, 2.788, 2.584], [1.820, 2.817, -2.540], [1.610, 1.794, -1.537], [2.528, 1.171, -0.902], [2.229, 0.261, -0.084], [3.736, 1.576, -1.152], [4.871, 0.897, -0.589], [1.022, 3.544, -2.648], [1.974, 2.298, -3.486], [2.746, 3.370, -2.388], [4.678, 0.541, 0.421], [5.758, 1.522, -0.604], [5.071, 0.054, -1.253]],
  "forces_ev_per_angstrom": [[-7.855, 8.360, 1.400], [4.035, -2.918, 0.633], [-1.216, -0.994, 0.150], [1.385, 0.393, 0.631], [-0.910, -1.345, -2.394], [1.812, 0.931, 2.459], [0.323, 0.729, 0.844], [-0.540, 0.475, 0.800], [0.491, 0.579, 0.250], [0.039, -0.145, -0.160], [0.139, 0.209, 0.024], [0.131, -0.130, -0.134], [0.216, -0.051, 0.031], [0.238, -0.361, -0.507], [2.803, 0.471, -2.045], [-1.784, 0.193, 2.256], [-0.296, -0.013, -1.608], [0.467, -0.173, 0.470], [-0.476, 0.177, 0.202], [1.487, 0.772, -0.483], [-0.482, -0.755, 0.166], [-0.720, 0.700, -0.063], [-0.095, -0.285, 0.508], [-0.198, -0.114, 0.375], [-0.469, -0.672, 0.377], [-0.173, -0.244, -0.077], [-0.244, -0.362, 1.253], [1.345, 0.257, -0.508], [-1.520, 0.022, 1.263], [1.239, -1.021, -2.094], [-0.385, -0.113, -0.299], [0.547, 0.206, -1.246], [0.019, 0.025, 0.060], [-0.006, 0.428, -0.928], [-0.122, -0.533, -0.381], [-0.247, 0.266, 0.055], [0.214, 0.154, 0.627], [0.234, -0.451, 0.427], [-0.203, -1.206, -0.472], [0.008, 0.088, -0.521], [1.874, 0.981, 1.346], [0.206, -2.167, -2.569], [-0.648, -0.463, -0.318], [-0.980, 0.425, -0.715], [-0.375, 0.459, 0.319], [-0.078, 0.154, -0.013], [0.106, 0.026, 0.108], [0.208, -0.080, 0.365], [0.359, -0.102, 0.090], [0.096, -0.049, 0.140], [1.675, 0.545, -1.344], [-1.269, -0.249, 0.719], [0.492, 0.906, -1.248], [0.066, -2.749, 0.344], [0.031, 0.109, 0.432], [0.359, -1.023, -0.210], [-0.597, -0.636, 0.609], [-0.338, -0.077, 0.003], [-0.029, -0.134, 0.506], [-0.110, 0.196, 0.015], [-0.367, 0.459, -0.066], [0.088, -0.077, 0.144]]
}



{
  "formula": "C15H30N3O4",
  "method": "ωB97M-V/def2-TZVPD",
  "total_charge": 1,
  "energy_ev": -28692.31681,
  "elements": ["O", "C", "C", "C", "C", "C", "C", "C", "N", "O", "H", "H", "H", "H", "H", "H", "H", "H", "C", "C", "C", "O", "C", "N", "H", "H", "H", "H", "H", "H", "H", "H", "H", "H", "H", "C", "C", "C", "O", "C", "N", "H", "H", "H", "H", "H", "H", "H", "H", "H", "H", "H"],
  "xyz": [[4.378, 0.065, 0.357], [3.402, 0.308, -0.290], [2.401, -0.787, -0.659], [1.003, -0.376, -0.340], [0.404, 0.746, -0.884], [-0.886, 1.113, -0.522], [-1.593, 0.343, 0.398], [-0.988, -0.770, 0.921], [0.261, -1.093, 0.539], [0.822, -2.181, 1.164], [3.190, 1.333, -0.640], [2.703, -1.665, -0.097], [2.470, -1.002, -1.728], [0.961, 1.310, -1.618], [-1.328, 1.997, -0.959], [-2.592, 0.601, 0.714], [-1.461, -1.408, 1.653], [0.659, -2.950, 0.594], [0.428, -0.899, -6.871], [0.570, 0.478, -6.231], [1.253, 0.462, -4.858], [0.440, -0.011, -3.785], [0.342, -1.420, -3.688], [-0.735, 1.137, -6.218], [-0.392, -1.466, -6.429], [0.204, -0.790, -7.931], [1.345, -1.483, -6.775], [1.224, 1.074, -6.875], [1.510, 1.489, -4.590], [2.187, -0.115, -4.893], [1.280, -1.907, -3.974], [-0.464, -1.820, -4.302], [0.117, -1.666, -2.646], [-0.641, 2.108, -5.937], [-1.321, 0.702, -5.511], [-1.254, -1.065, 4.960], [-1.260, 0.331, 4.348], [-0.508, 1.382, 5.176], [-1.205, 1.825, 6.314], [-1.064, 1.028, 7.478], [-2.638, 0.722, 4.044], [-1.953, -1.138, 5.792], [-1.564, -1.807, 4.222], [-0.261, -1.337, 5.322], [-0.731, 0.274, 3.387], [-0.374, 2.271, 4.554], [0.491, 1.019, 5.452], [-0.058, 0.604, 7.547], [-1.798, 0.220, 7.513], [-1.229, 1.678, 8.335], [-2.635, 1.607, 3.545], [-3.111, 0.930, 4.920]],
  "forces_ev_per_angstrom": [[-0.202, 0.027, -0.147], [0.355, 0.055, 0.169], [-0.045, -0.161, 0.223], [-0.148, -0.031, 0.105], [-0.163, 0.098, 0.004], [0.176, -0.128, 0.014], [0.127, 0.207, -0.221], [-0.122, 0.095, 0.049], [-0.049, 0.029, -0.098], [0.056, -0.037, 0.100], [-0.072, 0.015, -0.065], [-0.020, -0.080, -0.080], [0.031, 0.115, -0.072], [-0.067, 0.020, -0.007], [-0.041, -0.015, 0.010], [-0.032, -0.038, 0.050], [0.124, -0.117, 0.028], [-0.033, -0.014, -0.009], [0.037, -0.018, -0.015], [-0.143, -0.054, -0.034], [0.041, 0.120, -0.033], [0.103, -0.133, 0.096], [-0.077, 0.056, 0.002], [0.124, 0.045, 0.206], [-0.005, 0.006, 0.020], [-0.026, 0.018, 0.000], [-0.002, 0.001, 0.000], [0.053, 0.007, 0.021], [-0.039, -0.001, 0.032], [-0.017, -0.031, -0.042], [0.004, -0.017, -0.013], [0.029, -0.025, -0.030], [-0.004, 0.011, -0.007], [-0.006, 0.007, -0.103], [-0.044, -0.037, -0.077], [0.030, -0.001, -0.038], [-0.020, -0.085, 0.025], [0.031, 0.078, -0.051], [-0.070, -0.046, 0.039], [0.003, 0.066, 0.022], [0.102, 0.086, -0.174], [0.000, 0.023, 0.019], [-0.042, -0.002, 0.011], [-0.004, 0.006, 0.005], [0.112, 0.051, 0.048], [-0.008, 0.009, 0.014], [-0.023, -0.057, -0.013], [0.006, -0.016, 0.002], [0.033, -0.027, -0.012], [-0.002, 0.007, -0.005], [0.003, 0.017, 0.034], [-0.053, -0.104, -0.002]]
}